Density functional theory data (ωB97M-V with the def2-TZVPD basis set) for an isolated ion of composition C7H9N2S2 and charge +1 at a distorted geometry.

Its HOMO energy (alpha / beta) is -0.4649 / -0.4637 Ha. The relative energy (zero: lowest compared OMol25 entry of this formula, charge and spin) comes out at 105.9 kcal/mol. Its net charge is +1. As for the molar mass: 185.297 g mol⁻¹.

XYZ file:
```
20
C7H9N2S2 | OMol25 | ωB97M-V with the def2-TZVPD basis set
S -0.21030 1.64987 -0.27741
N 2.28844 0.97598 0.10611
C 0.47728 -0.70535 0.33336
H -3.43515 0.21513 0.77531
H -1.62525 -2.60416 -0.39663
C 3.45160 0.39104 0.02232
H -3.19788 1.69991 -0.29042
S 3.56002 -1.24379 -0.32435
H -1.03253 -2.63391 1.18647
C 1.05919 0.52404 0.05102
C -1.59688 -1.94021 0.58446
C -2.92961 0.65075 -0.02401
N -0.85412 -0.72904 0.31727
H 4.44596 2.31992 0.29955
H 5.40050 1.19511 -0.52610
H -2.53192 -1.76128 1.02364
H 5.19436 0.94392 1.11335
H -3.15225 -0.02475 -0.80556
C 4.62643 1.22234 0.24633
C -1.44121 0.42359 -0.02318
```